Entry 1:
10
Properties=species:S:1:pos:R:3:forces:R:3 method="wB97M-V/def2-TZVPD" e_tot_ev=-6262.2697 de_lowest_kcal_mol=91.9 orbital_gap_ev=10.16 homo_energy_ev=-9.64 e_lumo_ev=0.5
C 0.607063 -0.627627 0.054843 -0.70 -0.49 0.44
C -0.568194 0.299527 0.264379 0.89 1.41 -0.35
O 1.763266 0.020179 -0.146626 -0.34 2.30 -0.26
O -1.806731 -0.094375 -0.062773 0.28 0.29 -0.21
H -1.777141 -0.693718 -0.824865 0.07 0.18 0.05
H 1.226907 1.226413 -0.439717 0.86 -2.66 0.50
H 0.535067 -1.088877 1.081647 0.52 -0.34 -0.64
H 0.340915 -1.381962 -0.726196 0.08 0.22 0.33
H -0.576878 0.838652 1.208927 -0.18 -0.14 0.03
H 0.255726 1.501787 -0.409620 -1.48 -0.76 0.10

***

Entry 2:
17
Properties=species:S:1:pos:R:3:forces:R:3 method="wB97M-V/def2-TZVPD" e_tot_ev=-8324.1989 de_lowest_kcal_mol=72.3 orbital_gap_ev=9.29 homo_energy_ev=-8.68 e_lumo_ev=0.6
H -1.748167 -1.778022 0.490982 -0.17 0.28 0.17
N -2.150629 -1.374355 -0.357217 0.13 -0.61 -0.26
C -1.933315 -0.141971 -0.480690 0.00 0.26 0.25
C -1.250105 0.789002 0.491814 0.15 -0.30 -0.05
C -0.090136 1.486226 -0.171809 0.07 -1.28 0.52
C 1.133856 0.987803 -0.354034 0.73 3.07 -2.49
N 2.297749 1.103270 -0.776308 -0.92 0.05 0.90
H -2.256978 0.320505 -1.412458 -0.15 0.12 -0.06
H -1.975177 1.538799 0.825680 0.09 -0.09 0.02
H -0.915764 0.221628 1.366990 -0.14 0.07 -0.05
H -0.323091 2.411757 -0.682440 0.49 0.18 0.16
H 2.465695 0.958450 -1.764760 -0.12 -0.56 -0.03
C 1.360695 -1.323688 0.524534 -0.61 1.32 1.97
H 1.257400 -0.241376 1.003398 0.30 -2.45 -0.93
H 0.696841 -1.499156 -0.312955 -0.05 0.25 -0.14
H 2.394115 -1.507607 0.258769 0.09 0.17 0.04
H 1.037011 -1.951266 1.350503 0.12 -0.49 -0.01

***

Entry 3:
58
Properties=species:S:1:pos:R:3:forces:R:3 method="wB97M-V/def2-TZVPD" e_tot_ev=-206552.1821 de_lowest_kcal_mol=27.7 orbital_gap_ev="6.18 / 6.20" homo_energy_ev="-8.17 / -8.17" e_lumo_ev="-2.0 / -2.0"
Rh 0.218165 0.237174 0.366614 0.79 0.94 1.56
C -2.614659 1.524930 -1.549256 0.03 -0.18 0.00
Se -1.726476 1.822337 0.144222 -0.33 -0.02 0.06
C -0.768219 3.424071 -0.389544 -0.01 0.10 -0.21
C 0.240888 3.795090 0.661161 0.17 0.08 0.09
Se 1.735278 2.528608 0.796426 -0.37 -0.20 -1.46
C 2.474592 3.492181 2.311484 0.06 -0.48 0.45
H -1.878658 1.360711 -2.330691 0.00 0.02 -0.01
H -3.239761 2.387410 -1.764815 0.01 0.00 0.00
H -3.230705 0.636710 -1.433456 0.00 0.01 -0.01
H -1.518992 4.206848 -0.506689 0.05 0.03 0.07
H -0.284698 3.237793 -1.347147 -0.06 -0.05 0.00
H -0.210497 3.867918 1.652629 0.04 -0.03 0.01
H 0.703503 4.753428 0.422353 -0.03 0.00 -0.01
H 1.866763 3.401462 3.196805 -0.08 0.05 0.08
H 2.553502 4.524081 1.973839 0.05 -0.06 -0.14
H 3.462719 3.079006 2.497407 0.02 0.04 -0.02
O 0.737392 1.802203 3.886248 -0.01 -0.05 0.07
C 0.079579 0.829018 3.614239 -0.33 -0.26 0.51
N -0.075658 0.231605 2.389006 0.09 0.09 -0.62
C -0.973052 -0.761104 2.446796 -0.35 -0.47 0.07
O -1.294490 -1.334493 1.394499 0.27 0.13 -0.23
C -1.455248 -0.943046 3.850221 0.08 0.03 -0.33
C -2.351580 -1.810615 4.429527 0.01 0.06 0.19
C -2.573258 -1.657653 5.801408 0.02 -0.01 -0.10
C -1.912069 -0.677928 6.533860 0.06 0.05 -0.04
C -1.003965 0.195599 5.927421 -0.10 -0.15 0.01
C -0.797886 0.036726 4.577821 0.21 0.21 -0.21
H -2.857104 -2.571364 3.851886 -0.02 -0.01 -0.01
H -3.273801 -2.311258 6.303756 0.01 -0.01 0.01
H -2.106159 -0.590381 7.594746 -0.01 -0.01 0.00
H -0.483369 0.959402 6.488447 -0.01 0.02 0.01
C 9.168302 -0.583639 0.365246 -0.03 0.01 0.02
C 9.700439 -1.578175 1.363982 0.09 0.00 -0.08
O 10.842750 -1.575442 1.737571 -0.01 0.00 -0.01
S 8.661563 -2.918679 1.944231 -0.02 0.01 0.15
C 7.006226 -2.378634 1.615127 -0.09 -0.05 -0.09
C 6.455079 -1.306554 2.311584 0.04 -0.06 0.05
C 5.162370 -0.895794 2.046834 -0.03 0.06 0.07
C 4.380395 -1.560457 1.099838 -0.02 -0.08 -0.04
C 4.928286 -2.656664 0.431046 -0.03 0.01 -0.04
C 6.227714 -3.058930 0.683606 0.07 0.02 0.01
C 3.042962 -1.124429 0.831723 -0.01 -0.15 -0.09
C 1.912380 -0.776123 0.578507 -0.31 0.37 0.22
H 9.617572 0.385391 0.572401 0.01 0.01 0.00
H 8.085918 -0.509653 0.351337 0.01 0.01 0.00
H 9.509146 -0.912183 -0.618238 -0.01 -0.01 -0.01
H 7.044101 -0.802230 3.066772 0.01 0.03 -0.01
H 4.733168 -0.061699 2.587252 0.02 0.00 0.00
H 4.328254 -3.180958 -0.300210 -0.01 -0.01 0.01
H 6.647566 -3.903141 0.152940 0.02 0.00 -0.02
Cl 0.204587 -1.014715 -4.362969 0.01 -0.03 0.00
C 0.893161 0.530634 -3.870547 -0.01 -0.05 -0.09
Cl 0.048997 1.875031 -4.689448 0.01 -0.03 0.02
C 0.850666 0.795473 -2.357245 -0.22 -0.14 -0.09
O 1.397577 1.814191 -1.965283 0.09 0.11 0.04
O 0.213271 -0.055479 -1.653452 0.19 0.06 0.16
H 1.926450 0.555440 -4.202365 -0.04 0.05 0.01

***

Entry 4:
50
Properties=species:S:1:pos:R:3:forces:R:3 method="wB97M-V/def2-TZVPD" e_tot_ev=-29817.1723 de_lowest_kcal_mol=1.5 orbital_gap_ev=9.81 homo_energy_ev=-9.34 smiles="CC(C)(C)c1ccc([C@H](CC(=O)O)NC(=O)Cc2ccccc2)cc1" e_lumo_ev=0.5
C 1.270756 0.872066 -5.009203 -0.16 -0.16 0.15
C 0.355878 -0.133505 -4.305219 0.04 -0.04 -0.20
C 1.067343 -1.493573 -4.279970 -0.09 0.17 -0.03
C -0.946931 -0.241786 -5.109876 0.16 0.01 0.08
C 0.022139 0.274332 -2.879798 0.05 0.09 0.03
C 0.496019 1.441495 -2.294508 0.06 -0.06 -0.12
C 0.178951 1.774481 -0.988349 -0.14 -0.02 0.19
C -0.639594 0.954737 -0.226985 -0.07 0.06 -0.04
C -0.903737 1.209631 1.240113 -0.01 0.16 -0.06
C -0.994569 2.685898 1.623796 -0.23 -0.10 0.05
C -1.783114 3.030606 2.894497 0.31 0.23 -0.50
O -2.098714 4.172807 3.098334 -0.03 0.04 0.04
O -2.102431 2.074845 3.746786 -0.16 -0.46 0.45
N 0.182394 0.530765 1.945557 0.05 0.16 0.14
C -0.040166 -0.384807 2.905094 0.51 0.20 0.00
O -1.090900 -0.425751 3.524572 -0.42 -0.22 0.28
C 1.103450 -1.364870 3.104245 -0.21 -0.09 -0.02
C 1.329640 -2.035204 1.774449 0.20 -0.13 -0.01
C 0.433124 -2.998013 1.326485 0.04 0.02 0.06
C 0.563635 -3.544948 0.063144 -0.05 -0.04 -0.03
C 1.588479 -3.132068 -0.771460 0.03 -0.03 -0.07
C 2.487681 -2.176727 -0.332607 0.04 0.03 -0.11
C 2.357809 -1.629973 0.932263 0.01 -0.08 0.09
C -1.117781 -0.215331 -0.803991 -0.01 0.05 -0.02
C -0.793683 -0.545581 -2.103664 -0.02 0.01 0.06
H 1.475214 0.528055 -6.020908 0.02 -0.03 -0.09
H 2.221434 0.968439 -4.489737 0.12 0.07 0.04
H 0.799473 1.849653 -5.077413 0.00 0.15 -0.01
H 1.335668 -1.793750 -5.290543 0.03 -0.06 -0.12
H 0.431692 -2.264148 -3.853170 -0.06 -0.13 0.06
H 1.975832 -1.430684 -3.684527 0.12 -0.03 0.07
H -1.467327 0.713592 -5.113062 -0.08 0.09 -0.02
H -0.728761 -0.519388 -6.138749 0.01 -0.05 -0.14
H -1.612370 -0.990288 -4.689104 -0.10 -0.09 0.03
H 1.130797 2.114048 -2.847493 0.08 0.05 -0.11
H 0.577685 2.685745 -0.568559 0.03 0.14 0.05
H -1.836158 0.701094 1.518698 0.21 0.06 -0.06
H -1.470535 3.246817 0.817119 0.02 0.02 0.11
H 0.006676 3.101868 1.761759 -0.05 0.02 -0.05
H -1.769863 1.156688 3.575666 -0.01 0.25 -0.13
H 1.060852 0.498396 1.448106 -0.12 -0.14 0.01
H 1.995467 -0.828664 3.431469 0.00 0.00 0.02
H 0.812967 -2.081470 3.872312 0.01 0.11 0.00
H -0.372696 -3.312376 1.973693 -0.11 -0.05 0.08
H -0.139223 -4.292859 -0.272627 -0.06 -0.07 -0.03
H 1.689464 -3.556984 -1.758480 0.01 -0.04 -0.10
H 3.293135 -1.853373 -0.975311 0.07 0.02 -0.06
H 3.072037 -0.890524 1.270223 0.07 0.07 0.06
H -1.746467 -0.877280 -0.225658 -0.07 -0.08 0.08
H -1.185941 -1.464084 -2.511796 -0.04 -0.12 -0.08